Formula: C26H62BN2O4PSi2
Source: the OMol25 dataset
Level of theory: ωB97M-V/def2-TZVPD

Structure (XYZ):
```
98
Properties=species:S:1:pos:R:3:forces:R:3:lowdin_charge:R:1
C 6.426 0.494 -2.861 0.0893 0.0798 0.2467 0.09
C 6.189 -0.365 -2.047 -0.0188 -0.3942 -0.4148 -0.13
Si 6.012 -1.901 -1.031 0.0181 -0.4833 1.2736 0.43
C 7.178 -3.271 -1.566 0.0568 0.2525 0.1497 -0.23
C 8.675 -2.913 -1.656 -0.0956 -0.4673 -0.6665 -0.29
C 9.024 -2.085 -2.917 0.2280 -0.1917 0.6466 -0.10
C 6.363 -1.416 0.757 0.0494 0.5667 -0.9042 -0.21
C 7.481 -0.353 0.863 -0.2489 0.0717 0.0943 -0.33
N 6.917 1.012 0.781 0.4275 0.0053 0.1891 0.00
O 4.458 -2.523 -1.074 0.2923 0.7384 -0.9082 -0.29
Si 3.481 -2.198 -2.395 -1.1737 0.3784 0.3119 0.33
O 2.885 -0.625 -2.334 0.4975 -0.6578 0.3679 -0.22
C 2.688 -0.123 -1.017 0.1275 0.4970 0.0640 -0.24
C 1.625 0.955 -1.010 0.3198 0.4243 0.3307 -0.18
O 1.478 1.362 0.350 -0.1986 -0.1467 -0.3738 -0.15
C 0.166 1.769 0.665 -0.3185 -0.1022 1.0695 -0.27
C -0.816 0.587 0.789 0.1598 0.6659 -0.7200 -0.06
B 4.342 -2.611 -4.168 0.4804 0.1177 -0.5605 -0.66
N 4.790 -3.950 -4.521 -0.6473 0.6348 0.8402 0.14
O 4.454 -1.586 -5.088 0.0515 0.0500 0.4555 0.08
P 1.763 -3.630 -2.213 0.4250 -0.9887 0.2136 0.82
C 0.495 -2.925 -1.064 -0.2572 -0.1774 -0.5180 -0.34
C 0.976 -3.608 -3.898 0.1018 0.8709 0.2147 -0.47
C 0.529 -2.228 -4.411 -0.2441 -0.6209 -0.2394 -0.15
H 6.681 1.282 -3.530 -0.1292 -0.0082 -0.0383 0.04
H 6.836 -3.741 -2.493 0.0948 0.0947 -0.0813 0.07
H 7.063 -4.041 -0.793 -0.1789 0.0526 0.0349 0.09
H 9.219 -3.858 -1.728 0.0322 0.0232 0.1360 0.10
H 9.016 -2.443 -0.734 0.0143 0.1356 -0.0240 0.09
H 9.911 -2.495 -3.399 -0.0334 0.0074 -0.0725 0.07
H 9.258 -1.054 -2.658 -0.2440 0.1032 -0.1748 0.06
H 8.192 -2.132 -3.617 0.0544 0.2032 -0.1267 0.06
H 6.573 -2.294 1.366 -0.0745 -0.0433 0.0338 0.08
H 5.456 -0.912 1.101 -0.0265 -0.2533 0.2700 0.07
H 7.963 -0.462 1.835 0.0901 0.0400 -0.0460 0.10
H 8.249 -0.480 0.094 0.0758 -0.1857 0.0880 0.08
H 7.456 1.603 1.404 -0.1590 0.0798 0.0322 0.06
H 7.071 1.403 -0.141 -0.1942 -0.1309 -0.0971 0.04
H 3.620 0.330 -0.656 -0.0174 -0.0527 0.0270 0.12
H 2.412 -0.885 -0.280 -0.0717 -0.1566 -0.1916 0.11
H 1.977 1.826 -1.574 -0.1234 -0.1208 -0.2546 0.13
H 0.678 0.612 -1.433 0.0442 -0.1644 -0.0275 0.12
H 0.230 2.247 1.646 0.1861 0.0700 -0.0794 0.11
H -0.211 2.531 -0.027 0.0712 -0.0788 -0.1494 0.12
H -1.626 0.816 1.482 0.0310 0.0175 0.0498 0.05
H -0.275 -0.296 1.125 -0.0859 -0.0696 -0.0034 0.08
H -1.261 0.434 -0.196 -0.0891 -0.4929 0.1324 0.06
H 4.719 -4.552 -3.706 -0.0265 -0.3119 -0.2721 0.06
H 4.199 -4.326 -5.257 0.5121 -0.1402 -0.2860 0.08
H 5.329 -1.566 -5.489 -0.1790 -0.2691 -0.4603 0.10
H -0.032 -2.066 -1.483 0.1619 0.1946 0.2360 0.02
H -0.249 -3.707 -0.896 0.0231 0.0088 0.0148 0.03
H 0.946 -2.704 -0.101 0.0435 0.1681 -0.0173 0.02
H 1.704 -4.019 -4.600 0.0063 -0.2074 0.0929 0.05
H 0.138 -4.304 -3.847 -0.0242 -0.0222 -0.0856 0.06
H 1.378 -1.577 -4.613 0.0032 0.0927 0.2021 0.06
H -0.152 -1.762 -3.701 0.0863 0.1971 -0.0346 0.06
H -0.010 -2.356 -5.355 -0.0409 0.1090 0.0397 0.07
C -5.847 0.194 6.568 0.0525 0.0854 0.0559 -0.11
C -5.595 1.593 6.013 -0.0807 -0.0767 -0.0151 -0.27
C -5.382 1.616 4.500 0.0117 0.0782 -0.0476 -0.23
C -4.168 0.830 4.005 -0.0216 -0.0965 0.0383 -0.23
C -2.828 1.262 4.597 0.0190 0.0680 -0.1094 -0.27
C -2.457 2.703 4.263 0.0816 -0.0799 0.0942 -0.11
H -4.995 -0.466 6.402 -0.0120 -0.0148 -0.0090 0.06
H -6.027 0.233 7.643 -0.0138 -0.0323 -0.0044 0.07
H -6.723 -0.258 6.098 0.0165 -0.0244 -0.0179 0.07
H -4.737 2.040 6.522 0.0088 0.0129 -0.0196 0.10
H -6.454 2.225 6.249 0.0255 0.0282 0.0111 0.10
H -5.303 2.656 4.169 0.0067 -0.0081 -0.0094 0.10
H -6.275 1.215 4.010 -0.0086 0.0016 0.0106 0.11
H -4.116 0.924 2.915 0.0212 -0.0137 -0.0024 0.09
H -4.317 -0.235 4.205 -0.0117 0.0053 -0.0061 0.10
H -2.050 0.599 4.207 0.0054 -0.0170 0.0410 0.10
H -2.827 1.127 5.682 -0.0291 -0.0296 -0.0017 0.10
H -2.414 2.852 3.181 -0.0353 0.0363 -0.0004 0.07
H -1.476 2.948 4.674 -0.0007 0.0521 -0.0363 0.07
H -3.173 3.414 4.677 -0.0101 0.0069 -0.0289 0.07
C -4.734 2.718 -0.677 -0.0230 0.0788 0.0951 -0.11
C -5.760 2.419 0.413 0.0944 -0.0695 -0.0537 -0.26
C -6.819 1.403 -0.011 -0.0456 -0.0134 0.0594 -0.23
C -7.695 1.837 -1.187 0.0428 0.0165 -0.0434 -0.23
C -8.451 3.148 -0.976 -0.0844 -0.0645 0.0188 -0.27
C -9.438 3.099 0.186 0.0452 0.1003 -0.0438 -0.11
H -5.198 3.163 -1.558 0.0101 -0.0177 -0.0165 0.07
H -3.981 3.419 -0.314 0.0197 -0.0111 -0.0268 0.07
H -4.221 1.805 -0.987 -0.0162 -0.0030 -0.0325 0.07
H -6.234 3.349 0.737 -0.0220 -0.0116 0.0055 0.10
H -5.237 2.024 1.288 -0.0261 0.0354 0.0295 0.08
H -7.452 1.172 0.850 -0.0084 0.0011 -0.0118 0.10
H -6.323 0.464 -0.277 0.0178 0.0077 0.0036 0.11
H -8.417 1.040 -1.394 -0.0134 0.0105 0.0000 0.11
H -7.081 1.924 -2.088 0.0085 -0.0094 0.0102 0.10
H -8.997 3.383 -1.893 0.0220 0.0252 -0.0053 0.10
H -7.746 3.969 -0.823 0.0172 -0.0092 -0.0160 0.10
H -10.176 2.307 0.037 0.0138 -0.0244 0.0284 0.07
H -9.976 4.044 0.275 -0.0207 -0.0183 0.0218 0.07
H -8.934 2.919 1.137 -0.0116 -0.0183 0.0050 0.06
```
Positions in Å, forces in eV/Å.

Values from the calculation:
**Multiplicity**: 1
**Orbital gap**: 0.3006 Ha
**F_max**: 0.0265 Eh/bohr